## 1
CH4FNO in the gas phase, computed with ωB97M-V/def2-TZVPD.

- E_LUMO (eV) = 1.04
- orbital gap (eV) = 11.20
- structure (SMILES) = CONF

```
8
CH4FNO (ωB97M-V/def2-TZVPD)
C 0.4977 0.4627 -0.0985
O -0.0064 -0.8208 -0.3854
N -1.1441 -1.1686 0.3806
F -0.7304 -2.0221 1.4372
H 0.8171 0.8968 -1.0175
H 1.2836 0.6121 0.5728
H -0.3111 1.0581 0.0328
H -1.8162 -1.7470 -0.2643
```

Results of the natural (NBO) charge analysis, in e, for atoms 1 through 6:
1. C -0.259
2. O -0.386
3. N 0.014
4. F -0.270
5. H 0.188
6. H 0.182

***

## 2
2 unconnected molecules or ions with the total composition CH4FNO, computed with ωB97M-V/def2-TZVPD.

- E_LUMO (alpha / beta) (eV) = -1.22 / -1.24
- orbital gap (alpha / beta) (eV) = 9.39 / 9.36

```
8
CH4FNO (ωB97M-V/def2-TZVPD)
C 0.5322 0.6762 0.2987
N -0.7232 0.4835 -0.3168
O -0.5167 -1.2183 -1.3247
F -0.5369 -2.1689 -0.3619
H 1.0539 1.4812 -0.2209
H 0.4346 0.8885 1.3694
H 1.1663 -0.2169 0.2369
H -1.4100 0.0747 0.3191
```

Results of the natural (NBO) charge analysis, in e, for atoms 1 through 6:
1. C -0.492
2. N -0.256
3. O -0.112
4. F -0.157
5. H 0.206
6. H 0.216

***

Stability summary: most stable 1, least stable 2.

***

## 1
C3H3F in the gas phase, computed with ωB97M-V/def2-TZVPD.

- E_LUMO (eV) = 1.06
- orbital gap (eV) = 11.51
- structure (SMILES) = C#CCF

```
7
C3H3F (ωB97M-V/def2-TZVPD)
C -0.0851 -1.3091 -1.3742
C -0.1381 -0.6980 -0.3631
C 0.0172 0.2392 0.9279
F 0.1319 1.4214 0.4599
H 0.2389 -2.2637 -2.1143
H 0.7697 -0.1483 1.4783
H -0.9596 0.2270 1.3530
```

Results of the natural (NBO) charge analysis, in e, for atoms 1 through 6:
1. C -0.266
2. C -0.098
3. C 0.059
4. F -0.319
5. H 0.273
6. H 0.176

***

## 2
2 unconnected molecules or ions with the total composition C3H3F, computed with ωB97M-V/def2-TZVPD.

- E_LUMO (alpha / beta) (eV) = -1.43 / -1.82
- orbital gap (alpha / beta) (eV) = 7.97 / 7.46

```
7
C3H3F (ωB97M-V/def2-TZVPD)
C -0.7831 -1.9848 0.5802
C -0.4872 -0.8395 0.2677
C 0.4917 1.4718 -0.3910
F 0.5529 1.5575 -1.6815
H -0.8699 -2.8792 1.1215
H -0.3948 1.5016 0.1566
H 1.4904 1.1726 -0.0534
```

Results of the natural (NBO) charge analysis, in e, for atoms 1 through 6:
1. C -0.446
2. C -0.257
3. C 0.330
4. F -0.270
5. H 0.221
6. H 0.227

***

Stability summary: most stable 1, least stable 2.

***

## 1
2 unconnected molecules or ions with the total composition C3H3F, computed with ωB97M-V/def2-TZVPD.

- E_LUMO (alpha / beta) (eV) = -1.25 / -1.87
- orbital gap (alpha / beta) (eV) = 8.46 / 7.63

```
7
C3H3F (ωB97M-V/def2-TZVPD)
C 2.2976 0.3379 0.2268
C 3.4204 0.1009 -0.0974
C -0.2839 0.0723 -0.0500
F 4.6669 -0.0572 -0.0407
H -0.1624 0.6908 -1.0574
H -0.2752 0.7412 0.8118
H -0.7133 -0.8690 0.0312
```

Results of the natural (NBO) charge analysis, in e, for atoms 1 through 6:
1. C -0.277
2. C 0.223
3. C -0.295
4. F -0.268
5. H 0.231
6. H 0.205

***

## 2
C3H3F in the gas phase, computed with ωB97M-V/def2-TZVPD.

- E_LUMO (eV) = 0.97
- orbital gap (eV) = 10.63
- structure (SMILES) = FC1=CC1

```
7
C3H3F (ωB97M-V/def2-TZVPD)
F -1.8446 -1.1077 0.1597
C -0.8195 -0.2974 0.1944
C -0.1639 0.7739 0.5145
C 0.8133 -0.0971 -0.3250
H -0.1960 1.8348 0.8222
H 0.8330 -0.2120 -1.3647
H 1.3778 -0.8944 -0.0011
```

Results of the natural (NBO) charge analysis, in e, for atoms 1 through 6:
1. F -0.271
2. C 0.449
3. C -0.327
4. C -0.449
5. H 0.227
6. H 0.185

***

Stability summary: most stable 2, least stable 1.